The following is a quantum chemistry calculation of a 2-piece molecular cluster, C3H7NO3 overall, from the OMol25 dataset.

## Properties
LUMO level in eV: 0.448
Total energy in Eh: -398.89394
ΔE to the lowest compared entry with this formula, charge and spin in kJ/mol: 377.35
E_HOMO in eV: -9.68

Each atom is followed by the atoms it is bonded to, with distances in Å.
CARTESIAN COORDINATES (ANGSTROEM)
1 O -3.6174 -0.9116 -0.3752  C2 1.221
2 C -2.5160 -0.6457 0.0793  O1 1.221, C3 1.469, H7 1.070
3 C -1.9916 0.7063 0.3131  C2 1.469, C4 1.473, H8 1.065, H9 1.091
4 C -0.5879 0.8307 -0.1164  C3 1.473, N5 1.270, H10 1.057
5 N 0.2127 -0.1538 -0.0696  C4 1.270, O6 1.427
6 O 1.4280 0.1856 -0.7366  N5 1.427, H11 1.053
7 H -1.8127 -1.4112 0.3313  C2 1.070
8 H -2.5778 1.3680 -0.2802  C3 1.065
9 H -2.0709 0.9669 1.3692  C3 1.091
10 H -0.4036 1.7419 -0.6201  C4 1.057
11 H 2.1623 -0.2338 -0.1089  O6 1.053
12 O 3.8169 -0.4429 0.2051  H13 0.972, H14 0.966
13 H 3.8478 -1.2886 0.6840  O12 0.972
14 H 4.1103 -0.7118 -0.6749  O12 0.966

Here are the natural (NBO) charges for atoms 1 to 4, given in e: -0.516 0.448 -0.573 0.064